The following is a DFT calculation (wB97M-V/def2-TZVPD) of a 4-piece molecular cluster, C40H59ClF3N2O11S3 overall at a distorted geometry.

- HOMO energy (eV) = -10.505
- max |F| (eV Å⁻¹) = 3.8
- orbital gap (eV) = 5.611

ORCA input file:
```
! RIJCOSX wB97M-V def2-TZVPD def2/J DEFGRID3
* xyz 1 1
C 0.74 -2.82 -1.49
C -1.98 -1.32 -5.61
C 4.75 2.41 1.89
Cl 2.42 2.29 -3.39
H -1.90 -0.57 -4.82
H 3.01 1.17 -1.25
H -3.43 -3.26 5.81
H 1.69 4.01 -1.28
C -3.92 2.20 -9.86
H 1.53 -0.34 -3.86
C 1.23 -4.03 -2.23
C 2.07 3.18 0.71
C 1.94 -2.55 -4.18
C -3.12 -3.28 7.95
C -2.76 -1.80 8.06
O -0.82 2.50 1.31
H -3.36 -1.71 -7.22
H -2.05 -1.51 7.29
C 5.71 -0.74 2.42
C -0.98 3.17 4.41
O -3.05 0.25 -8.33
H 1.29 0.26 -0.84
H 2.19 -4.80 -4.10
C 0.01 -1.12 3.08
H 4.39 3.46 2.08
C -1.54 0.57 4.42
S -3.94 1.38 -8.27
H -1.82 0.82 3.37
H 5.20 -0.64 0.25
F 6.66 3.92 1.13
C 2.87 2.22 -1.62
H -2.23 -3.90 7.85
H -2.38 -1.52 9.05
C -2.35 3.46 -8.42
C 0.82 -1.46 -2.05
H 2.96 3.86 0.76
N 3.63 0.33 2.91
H 1.22 3.77 1.17
O -5.30 1.26 -7.81
C 2.20 1.88 1.56
C 1.43 -1.36 -3.42
C 4.91 -0.55 4.74
H -1.25 -1.11 -6.39
C 5.15 -1.38 1.10
H -3.54 -4.31 -4.43
H -5.12 -2.69 -5.83
H 0.72 2.54 -0.97
C -3.40 -1.39 -6.18
H 1.12 -5.04 -1.76
H -2.48 0.18 4.91
C -1.12 1.85 5.26
C -3.30 3.58 -9.62
H -2.77 3.94 -10.51
S -4.30 -0.94 7.74
H -4.08 4.31 -9.39
H -0.72 4.04 5.08
H 0.41 -0.26 5.10
H -4.93 2.28 -10.24
C -0.49 -0.63 4.53
H -1.91 3.45 3.84
H 3.87 2.72 -1.53
H -0.16 1.68 5.83
F 6.10 3.60 -0.98
H -0.13 0.57 -2.01
H -2.04 4.44 -8.05
O -1.47 -2.78 -3.48
H -1.38 -1.26 -0.55
C 3.50 1.49 2.14
H -1.93 2.05 6.02
C -3.13 2.69 -7.36
H -3.67 -3.60 8.84
S -1.64 -2.93 -4.89
H -0.98 -1.52 5.00
C 0.98 1.04 1.80
C -4.17 -2.42 -5.36
H 4.00 -0.06 6.66
O -4.04 0.17 6.86
H -3.88 -0.42 -6.16
O 6.88 -0.85 2.64
H 4.15 -1.87 1.21
H 5.58 2.23 2.62
H -5.96 -2.59 7.36
H 0.04 -1.28 0.55
O -5.00 -0.79 8.99
H 0.39 -2.19 3.13
C 2.53 -0.47 3.18
H -3.31 1.61 -10.54
C -5.07 -2.27 6.81
H -5.35 -1.90 5.83
C 1.73 2.97 -0.82
C 6.32 2.96 0.22
C 1.19 -0.16 2.67
C -4.03 -3.39 6.72
F 7.35 2.07 0.13
O -0.66 -3.61 -5.70
H 0.32 -3.02 -0.48
H 4.90 1.40 5.91
H 2.39 -2.48 -5.19
H -4.39 -2.01 -4.37
H -0.86 -1.05 2.39
O 5.15 2.26 0.51
C 0.34 -0.16 -1.30
H -2.50 2.26 -6.58
H -1.46 2.90 -8.71
O 4.89 -1.75 4.84
H 5.88 -2.20 0.82
C 1.83 -3.88 -3.57
H 5.78 -0.05 6.66
C 4.89 0.29 6.06
C -0.57 -0.61 -0.11
C -3.25 -3.63 -5.24
O -1.26 0.46 0.59
H -4.51 -4.37 6.66
H -3.91 3.31 -6.91
N 4.90 0.03 3.38
H -3.18 -4.17 -6.18
H -0.09 3.05 3.72
C -0.42 1.37 1.20
H 2.61 -1.40 3.80
*
```



The following is a DFT calculation (wB97M-V/def2-TZVPD) of C40H59CoN5O4P2 as an isolated structure.

- HOMO energy (alpha / beta) (eV) = -11.330 / -11.173
- <S²> = 6.0169
- max |F| (eV Å⁻¹) = 0.5
- orbital gap (alpha / beta) (eV) = 7.694 / 5.830

ORCA input file:
```
! RIJCOSX wB97M-V def2-TZVPD def2/J DEFGRID3
* xyz 1 5
P 0.39 2.38 1.26
H -2.69 -1.14 -0.92
H 2.35 -3.36 -5.66
H 0.37 -3.24 2.65
H -1.19 2.47 -1.91
H 3.74 -0.07 2.25
C -1.95 2.10 -3.92
H 1.12 3.48 -1.70
C -0.79 -3.15 -1.82
H 1.20 -5.16 -2.17
H -3.11 4.01 4.07
H 3.56 -1.20 4.67
C -2.47 -0.33 -0.22
H -1.77 -2.73 2.02
N 1.63 -1.01 -2.69
C -0.67 -0.64 -6.13
C 2.82 -1.17 3.86
N 4.33 2.29 0.33
C 3.54 -1.11 2.50
H -2.66 2.92 -3.89
C -1.48 1.75 3.95
H -0.51 1.27 3.98
C 2.68 -1.75 1.40
C -4.53 -0.82 1.21
C -0.54 5.08 -0.17
N -0.23 0.89 -2.79
H 1.16 -0.37 1.97
H 1.13 -4.36 0.74
H 1.59 6.85 -0.07
C -1.83 1.29 -5.02
C 1.65 5.99 0.61
Co 0.96 0.37 -1.15
H -1.41 -4.72 -3.16
C -1.44 -4.52 -2.09
H -0.86 -6.59 -1.84
P 0.05 -1.45 0.30
H -0.65 4.20 4.80
H 1.88 -3.55 -0.62
C -0.72 -5.64 -1.33
H -1.16 -5.78 -0.34
C 0.94 4.79 0.02
H -3.55 1.11 0.92
H 1.47 5.19 -2.03
H 1.20 6.27 1.56
H -1.96 0.46 -0.77
H -2.45 1.45 -5.89
H -2.72 4.61 2.45
H -2.21 1.08 3.49
H 1.50 -2.52 4.94
O 1.16 1.57 2.22
C 0.74 -2.25 2.93
C 2.92 -2.75 -3.69
H -1.50 -2.35 -2.01
H 0.45 -2.25 -6.93
H -0.08 -1.72 3.41
H -2.50 -4.49 -1.81
C 1.11 -1.75 -4.93
H -1.08 4.21 -0.56
C 0.97 -4.07 -0.30
C 2.15 -2.70 -4.83
H 2.65 4.21 -1.16
C 0.28 -1.59 -6.09
H -1.81 1.96 4.97
H 2.23 -0.26 4.01
H -1.26 0.06 1.49
H -0.66 5.91 -0.87
N 4.65 3.61 2.39
C -3.78 0.22 0.34
C -0.38 4.00 3.76
C 1.21 -1.44 1.70
O 0.11 1.72 -0.11
C -1.56 -0.82 0.92
O -1.08 2.74 1.76
H -1.29 -0.52 -7.01
N 2.73 0.84 -0.76
H -4.22 -2.77 2.10
C 0.76 -5.32 -1.17
H -4.72 -0.40 2.20
H -1.01 5.35 0.78
C -2.31 -1.80 1.87
H -5.51 -1.05 0.79
H 1.30 -6.16 -0.73
C 4.46 2.99 1.44
C 0.91 -0.92 -3.82
O 1.16 3.73 1.00
H 2.83 -2.83 1.38
H -3.51 3.04 2.65
C -1.41 3.05 3.16
C 2.63 -1.87 -2.63
H 2.99 -1.37 0.42
H 3.74 -3.44 -3.59
C 3.47 1.58 -0.17
C -2.77 3.72 3.07
C -0.24 -3.13 -0.39
H 4.50 -1.63 2.55
H -1.03 -3.52 0.27
H -4.41 0.54 -0.49
H 0.62 3.56 3.75
C -3.72 -2.11 1.38
H -0.36 4.95 3.22
H -2.37 -1.34 2.86
C 1.59 4.39 -1.30
C -0.11 0.10 -3.87
C -1.13 1.87 -2.81
H 3.21 -1.87 -1.73
H 2.70 5.76 0.79
H -3.68 -2.66 0.44
H 2.48 -3.29 3.71
H 0.05 -3.01 -2.51
C -0.88 0.25 -5.02
C 1.90 -2.39 3.93
*
```